[1]
Computed, not measured: a cluster of 7 separate species, C17H35ClN4O10 in total, with the ωB97M-V functional and the def2-TZVPD basis.

energy above the lowest of the compared OMol25 structures with the same formula, charge and spin: 8.498 eV
SMILES: CCC(=O)OCCc1c(N)c(N)c2c(c1CN)C(=O)N([C@@H](Cl)CC)C2=O.O.O.O.O.O.O
highest occupied orbital energy: -8.25 eV

Each line ends with the natural charge from an NBO analysis.
Positions of all 67 atoms, in Å:
C  -3.582  2.597  0.421  0.689
O  3.601  1.386  -1.320  -0.554
C  0.265  1.622  -1.547  -0.035
C  -1.202  4.139  -1.767  -0.259
H  -7.588  -1.275  1.193  0.255
H  -7.852  -0.725  -0.675  0.224
H  -3.946  -3.118  4.263  0.481
C  -6.828  0.879  0.756  -0.436
H  -0.821  -1.897  1.708  0.406
O  7.082  -5.164  0.527  -0.964
H  1.874  1.319  -3.273  0.251
H  5.617  0.112  2.509  0.226
H  6.708  -4.685  1.282  0.491
C  1.529  2.140  -2.512  -0.484
H  3.553  2.383  -4.960  0.468
H  -5.322  -3.430  4.845  0.474
C  -2.185  1.984  -0.180  -0.176
H  -6.567  0.879  1.920  0.238
H  -8.930  -0.022  0.715  0.213
N  -1.589  5.170  -0.728  -0.842
C  5.410  -0.595  1.586  -0.626
O  4.298  2.252  0.930  -0.604
H  -0.152  4.495  -2.208  0.198
H  1.225  3.086  -3.156  0.238
N  1.534  -0.884  -1.322  -0.820
O  -4.623  -3.810  4.293  -0.952
H  -1.966  4.067  -2.676  0.220
O  -6.171  -3.435  1.645  -0.959
H  1.808  -0.651  -2.324  0.388
O  -3.392  -0.632  2.340  -0.565
C  -1.037  2.604  -1.175  0.022
C  -5.393  0.824  -0.041  0.013
H  6.520  -5.949  0.447  0.463
H  4.017  1.448  -3.845  0.476
H  6.590  0.598  0.013  0.243
C  -7.829  -0.387  0.454  -0.654
H  -2.587  5.495  -0.906  0.384
C  -3.334  0.285  1.370  0.704
C  -2.021  0.460  0.402  -0.122
H  6.136  -3.397  -1.506  0.486
H  6.254  -1.437  1.645  0.229
C  0.395  0.055  -0.978  0.176
Cl  -5.029  -0.971  -0.496  -0.076
H  6.510  -3.525  3.576  0.483
H  -7.357  1.912  0.522  0.227
H  2.161  2.853  -0.442  0.241
H  4.389  -1.186  1.762  0.215
H  -5.383  1.425  -1.049  0.238
C  -0.780  -0.558  0.035  0.176
O  5.523  -2.767  -1.914  -0.951
C  5.497  0.150  0.128  -0.511
H  3.313  3.477  -1.897  0.195
H  1.237  -1.883  -1.371  0.376
N  -4.338  1.360  0.948  -0.582
O  3.739  1.450  -4.773  -0.937
H  5.305  -0.681  -0.691  0.260
H  5.051  -3.295  -2.575  0.469
H  0.119  -2.474  0.405  0.375
O  -4.074  3.837  0.486  -0.543
H  -5.982  -3.998  2.410  0.483
H  -1.509  4.730  0.218  0.377
O  5.933  -3.583  2.799  -0.949
C  4.370  1.367  -0.066  0.796
C  2.728  2.565  -1.427  -0.091
H  5.166  -4.085  3.115  0.479
N  -0.752  -1.943  0.647  -0.828
H  -5.338  -2.964  1.489  0.476

[2]
Computed, not measured: a structure of composition C27H35MgN5O3P2, with the ωB97M-V functional and the def2-TZVPD basis.

energy above the lowest of the compared OMol25 structures with the same formula, charge and spin: 0.000 eV
highest occupied orbital energy: -8.52 eV

Each line ends with the Mulliken charge.
Positions of all 73 atoms, in Å:
H  2.559  0.184  -0.630  0.331
H  1.974  -0.835  3.819  0.462
H  0.883  -0.499  -5.142  0.427
H  -2.347  1.875  -4.197  0.422
C  -1.299  1.834  5.038  -0.323
N  2.720  -0.218  -2.735  0.336
P  -1.700  -0.654  -2.428  -0.253
C  -0.252  2.874  4.862  -0.720
H  -4.124  0.716  -3.922  0.269
C  -3.859  -2.310  -2.641  -0.436
C  3.076  0.434  -1.543  -0.371
H  1.659  -1.415  7.588  0.360
H  2.355  -1.533  -5.806  0.312
H  0.619  0.859  -4.004  0.460
C  1.024  2.526  4.038  -0.908
C  -1.542  0.813  4.180  -1.152
H  0.812  2.695  2.973  0.419
Mg  -0.335  -0.649  5.998  1.047
C  -1.058  -0.542  -4.178  -1.051
O  0.605  0.950  9.415  -0.554
H  -2.345  0.089  4.403  0.765
N  -3.370  -1.004  -2.835  0.346
O  -0.743  -0.780  9.401  -0.543
C  -2.171  3.323  -2.495  -1.037
H  3.427  -0.089  -4.777  0.212
C  0.445  -0.221  -4.174  -0.613
H  0.052  3.175  5.877  0.496
H  3.069  -4.039  -6.570  0.425
H  -1.654  1.061  -0.093  0.189
H  2.016  -3.957  -2.330  0.406
C  1.515  -1.445  6.490  -1.360
C  2.665  -4.548  -4.406  -0.591
H  -3.275  -3.014  -2.067  0.353
H  2.423  1.179  5.075  0.315
C  -5.368  -1.153  -3.893  -0.600
C  -5.087  -2.418  -3.269  -0.525
N  -0.247  0.231  8.890  0.868
H  2.902  -5.602  -4.342  0.400
C  4.101  1.324  -1.820  -0.585
H  1.345  -2.496  6.180  0.363
H  0.037  -1.173  2.616  0.385
N  2.029  -2.438  -3.856  0.343
C  -1.950  3.053  -1.103  -0.378
C  1.661  1.199  4.278  0.000
C  3.526  0.284  -3.763  -0.105
H  -0.814  1.732  2.338  0.236
H  -1.603  0.215  -4.757  0.396
H  -0.658  3.786  4.392  0.295
H  0.657  0.094  1.572  -0.206
H  -1.942  1.985  5.912  0.401
C  -4.296  -0.315  -3.630  -0.089
C  -2.180  2.098  -3.149  -0.162
C  2.763  -3.726  -5.580  -0.780
N  -1.958  1.079  -2.219  0.496
C  2.215  -3.741  -3.368  -0.442
C  -1.818  1.679  -0.961  -0.357
H  -6.252  -0.903  -4.471  0.423
C  4.392  1.227  -3.227  -0.641
C  0.305  -0.105  2.601  -0.139
H  2.433  -1.060  6.013  0.270
C  2.384  -2.442  -5.210  -0.083
C  1.389  0.073  3.615  -0.717
H  5.136  1.796  -3.771  0.431
H  -5.716  -3.302  -3.293  0.402
H  -1.900  3.789  -0.309  0.435
H  1.760  3.295  4.327  0.385
C  -0.981  0.738  2.785  -0.244
H  -1.742  0.257  2.142  0.448
O  -0.640  0.549  7.650  -0.615
H  4.578  1.987  -1.110  0.408
P  1.275  -1.186  -2.811  -0.100
H  -2.307  4.289  -2.960  0.435
H  -1.255  -1.535  -4.624  0.505

In order of appearance, largest force on an atom = 0.1667; 0.0642 Eh/bohr.
In order of appearance, frontier orbital gap = 7.1; 7.7 eV.